{"formula": "C30H81N5O13", "method": "the ωB97M-V functional and the def2-TZVPD basis", "symbols": ["C", "O", "C", "C", "C", "N", "H", "H", "H", "H", "H", "H", "H", "H", "H", "H", "H", "C", "O", "C", "C", "C", "N", "H", "H", "H", "H", "H", "H", "H", "H", "H", "H", "H", "C", "O", "C", "C", "C", "N", "H", "H", "H", "H", "H", "H", "H", "H", "H", "H", "H", "C", "O", "C", "C", "N", "C", "C", "O", "C", "H", "H", "H", "H", "H", "H", "H", "H", "H", "H", "H", "H", "H", "H", "H", "C", "O", "C", "C", "N", "C", "C", "O", "C", "H", "H", "H", "H", "H", "H", "H", "H", "H", "H", "H", "H", "H", "H", "H", "O", "C", "C", "O", "H", "H", "H", "H", "H", "H", "O", "C", "C", "O", "H", "H", "H", "H", "H", "H", "O", "C", "C", "O", "H", "H", "H", "H", "H", "H"], "positions_angstrom": [[0.90, 2.10, 10.31], [-0.09, 2.67, 9.42], [0.20, 4.13, 9.24], [-0.77, 4.63, 8.13], [-2.25, 4.45, 8.33], [-0.30, 4.28, 6.87], [0.81, 2.54, 11.30], [1.92, 2.25, 9.95], [0.85, 1.02, 10.45], [-0.06, 4.77, 10.08], [1.24, 4.17, 8.92], [-0.60, 5.71, 8.18], [-2.83, 5.03, 9.05], [-2.38, 3.38, 8.52], [-2.86, 4.65, 7.44], [-1.01, 4.52, 6.19], [-0.06, 3.29, 6.89], [-7.62, 8.85, 4.09], [-8.22, 9.60, 3.18], [-9.64, 9.38, 3.25], [-10.38, 10.45, 2.37], [-9.69, 10.73, 1.05], [-10.28, 11.85, 3.00], [-6.56, 9.05, 3.90], [-7.82, 7.78, 3.95], [-7.77, 9.15, 5.13], [-10.14, 8.43, 3.04], [-9.90, 9.54, 4.30], [-11.37, 10.13, 2.03], [-9.88, 9.83, 0.47], [-8.64, 11.02, 1.07], [-10.30, 11.51, 0.60], [-10.83, 12.54, 2.52], [-9.36, 12.26, 2.99], [-8.21, 12.72, 6.76], [-6.85, 12.56, 6.74], [-6.08, 13.44, 7.58], [-4.71, 13.67, 7.15], [-4.04, 12.31, 7.18], [-4.04, 14.54, 8.12], [-8.58, 12.23, 7.65], [-8.72, 12.44, 5.84], [-8.38, 13.78, 6.95], [-6.54, 14.42, 7.72], [-6.03, 12.95, 8.56], [-4.72, 14.15, 6.17], [-4.55, 11.49, 6.68], [-4.03, 11.82, 8.16], [-2.99, 12.28, 6.89], [-4.12, 13.96, 8.94], [-3.09, 14.65, 7.81], [-4.34, 8.13, 7.31], [-3.87, 8.86, 6.21], [-2.47, 8.79, 6.09], [-2.15, 7.93, 4.79], [-3.07, 6.79, 4.64], [-3.07, 6.21, 3.22], [-3.85, 4.86, 3.24], [-4.98, 4.71, 4.12], [-6.00, 5.62, 3.87], [-4.02, 8.63, 8.22], [-4.13, 7.06, 7.32], [-5.42, 8.32, 7.34], [-1.93, 8.35, 6.93], [-2.19, 9.84, 6.07], [-1.13, 7.56, 4.83], [-2.22, 8.47, 3.85], [-3.90, 7.14, 5.09], [-2.08, 6.00, 2.81], [-3.51, 6.95, 2.56], [-3.10, 4.10, 3.49], [-4.08, 4.66, 2.20], [-7.00, 5.26, 4.11], [-5.92, 5.95, 2.83], [-5.99, 6.45, 4.58], [-6.55, 8.17, 0.77], [-5.92, 7.17, -0.01], [-6.62, 5.92, -0.06], [-6.06, 5.05, -1.23], [-5.44, 5.98, -2.22], [-5.11, 5.22, -3.42], [-4.80, 6.23, -4.56], [-4.37, 5.30, -5.68], [-3.60, 5.93, -6.72], [-5.95, 9.07, 0.81], [-6.66, 7.87, 1.81], [-7.59, 8.35, 0.49], [-7.63, 6.08, -0.45], [-6.71, 5.51, 0.94], [-6.81, 4.37, -1.64], [-5.20, 4.52, -0.82], [-6.25, 6.54, -2.47], [-6.04, 4.73, -3.72], [-4.22, 4.62, -3.25], [-3.97, 6.85, -4.22], [-5.68, 6.85, -4.76], [-3.84, 5.50, -7.69], [-2.51, 6.01, -6.67], [-4.10, 6.88, -6.91], [-5.21, 3.44, 9.20], [-6.42, 3.39, 8.42], [-6.12, 3.87, 7.03], [-5.62, 5.21, 7.05], [-5.06, 4.36, 9.40], [-6.81, 2.38, 8.38], [-7.16, 4.12, 8.76], [-7.06, 3.69, 6.50], [-5.42, 3.15, 6.60], [-5.26, 5.40, 6.18], [-2.15, 1.91, 0.27], [-2.44, 3.23, -0.20], [-1.57, 3.41, -1.45], [-1.93, 2.62, -2.59], [-2.60, 1.80, 1.11], [-3.50, 3.42, -0.39], [-2.08, 3.93, 0.55], [-0.52, 3.15, -1.36], [-1.63, 4.48, -1.64], [-2.02, 1.68, -2.42], [-0.17, 6.72, 1.44], [0.62, 7.92, 1.74], [1.60, 8.12, 0.55], [0.84, 8.62, -0.54], [-0.73, 6.89, 0.67], [-0.11, 8.70, 1.96], [1.20, 7.84, 2.66], [2.15, 7.18, 0.42], [2.32, 8.90, 0.77], [1.31, 8.33, -1.33]], "smiles": "COC[C@H](C)N.COC[C@H](C)N.COC[C@H](C)N.COCCNCCOC.COCCNCCOC.OCCO.OCCO.OCCO", "lumo_energy_ev": 0.5, "multiplicity": 1, "total_energy_ha": -2443.10235, "de_lowest_kcal_mol": 114.4, "gap_ev": 9.13}

{"formula": "C3H4N2O3S", "method": "the ωB97M-V functional and the def2-TZVPD basis", "symbols": ["C", "S", "O", "C", "C", "N", "N", "O", "O", "H", "H", "H", "H"], "positions_angstrom": [[-0.88, -1.68, 0.01], [-1.26, -0.14, -0.16], [-2.67, 0.14, -0.29], [-0.39, 1.28, -0.12], [1.00, 1.14, -0.09], [1.51, -0.06, -0.17], [2.89, -0.16, -0.14], [3.60, 0.87, -0.03], [3.34, -1.31, -0.16], [0.14, -2.01, 0.28], [-1.61, -2.45, -0.16], [-0.76, 2.27, -0.30], [1.70, 2.11, 0.06]], "smiles": "C=S(=O)=C/C=N/[N+](=O)[O-]", "lumo_energy_ev": [-1.3, -1.3], "multiplicity": 1, "total_energy_ha": -849.86262, "de_lowest_kcal_mol": 175.8, "gap_ev": [8.35, 8.35]}

{"formula": "C6H9Cl2LuO4PTb", "method": "the ωB97M-V functional and the def2-TZVPD basis", "symbols": ["Lu", "Tb", "Cl", "Cl", "C", "C", "C", "O", "O", "O", "C", "P", "C", "C", "O", "H", "H", "H", "H", "H", "H", "H", "H", "H"], "positions_angstrom": [[0.01, -0.64, -6.25], [-0.27, -1.07, -0.26], [-1.01, 1.48, -5.97], [1.76, -2.38, -0.13], [-0.98, -2.59, 1.38], [-0.47, -0.34, -8.45], [0.27, -2.45, -7.82], [-1.19, -3.36, 2.22], [-0.74, -0.29, -9.58], [0.34, -3.17, -8.74], [1.78, 1.48, 2.89], [0.11, 0.89, 2.73], [-0.20, -0.41, 3.91], [-1.06, 2.22, 2.87], [-0.04, 0.35, 1.28], [1.94, 1.84, 3.91], [1.95, 2.30, 2.19], [2.50, 0.68, 2.68], [-0.06, 0.01, 4.92], [-1.23, -0.78, 3.81], [0.50, -1.25, 3.76], [-0.78, 3.00, 2.16], [-2.06, 1.86, 2.63], [-1.06, 2.63, 3.88]], "lumo_energy_ev": [-15.7, -15.7], "multiplicity": 7, "charge": 4, "total_energy_ha": -3855.12294, "de_lowest_kcal_mol": 0.2, "gap_ev": [6.73, 6.74]}

{"formula": "C12H12BBeF16N6O8S4", "method": "the ωB97M-V functional and the def2-TZVPD basis", "symbols": ["Be", "B", "F", "F", "F", "F", "C", "F", "F", "F", "S", "O", "O", "N", "S", "O", "O", "C", "F", "F", "F", "C", "F", "F", "F", "S", "O", "O", "N", "S", "O", "O", "C", "F", "F", "F", "C", "C", "N", "H", "H", "H", "C", "C", "N", "H", "H", "H", "C", "C", "N", "H", "H", "H", "C", "C", "N", "H", "H", "H"], "positions_angstrom": [[0.33, 0.19, 0.53], [-1.11, -2.17, 1.40], [-0.11, -2.23, 0.48], [-1.40, -3.37, 1.93], [-0.82, -1.19, 2.31], [-2.22, -1.68, 0.72], [-2.85, -4.59, -4.00], [-2.62, -5.89, -4.23], [-2.20, -3.93, -4.94], [-4.14, -4.35, -3.94], [-2.23, -4.04, -2.23], [-3.24, -4.40, -1.26], [-0.93, -4.67, -1.94], [-2.41, -2.27, -2.26], [-1.07, -1.70, -2.84], [-0.35, -0.86, -1.85], [-0.21, -2.69, -3.48], [-1.71, -0.40, -4.14], [-0.64, 0.27, -4.56], [-2.28, -1.17, -5.06], [-2.66, 0.42, -3.54], [2.26, 1.62, -3.01], [1.15, 2.24, -3.45], [2.21, 0.32, -3.01], [3.18, 2.02, -3.81], [2.74, 2.22, -1.26], [3.64, 1.16, -0.77], [3.42, 3.42, -1.46], [1.22, 2.17, -0.31], [0.89, 3.71, -0.28], [0.85, 4.41, -1.57], [-0.37, 3.83, 0.40], [2.24, 4.60, 0.95], [1.53, 4.99, 2.03], [3.12, 3.63, 1.33], [2.91, 5.52, 0.21], [-3.31, 3.07, 0.87], [-2.56, 2.01, 0.36], [-1.99, 1.05, -0.07], [-3.97, 3.31, 0.03], [-2.74, 4.00, 0.77], [-3.89, 3.03, 1.79], [0.16, 2.66, 5.15], [0.03, 2.18, 3.76], [-0.04, 1.78, 2.69], [-0.10, 3.71, 5.08], [1.20, 2.56, 5.49], [-0.59, 2.23, 5.82], [1.35, -1.12, 4.82], [1.83, -0.76, 3.47], [2.15, -0.51, 2.33], [1.71, -2.10, 5.14], [0.26, -1.15, 4.79], [1.62, -0.42, 5.61], [2.10, -3.96, -0.04], [2.21, -2.54, -0.45], [2.26, -1.42, -0.77], [3.11, -4.19, 0.32], [1.72, -4.62, -0.82], [1.36, -3.94, 0.76]], "lumo_energy_ev": 0.9, "multiplicity": 1, "charge": -1, "total_energy_ha": -4625.18817, "gap_ev": 7.22}

{"formula": "C20H24F3N5O2", "method": "the ωB97M-V functional and the def2-TZVPD basis", "symbols": ["C", "C", "C", "C", "C", "N", "C", "O", "C", "C", "C", "O", "N", "C", "C", "N", "C", "C", "C", "C", "C", "C", "C", "C", "F", "F", "F", "N", "N", "C", "H", "H", "H", "H", "H", "H", "H", "H", "H", "H", "H", "H", "H", "H", "H", "H", "H", "H", "H", "H", "H", "H", "H", "H"], "positions_angstrom": [[2.23, 3.28, 0.50], [2.47, 1.82, 0.57], [1.87, 0.83, 1.33], [2.55, -0.35, 1.00], [2.34, -1.72, 1.57], [0.94, -1.95, 1.85], [0.17, -2.75, 1.09], [0.60, -3.54, 0.28], [-1.32, -2.53, 1.34], [-1.68, -1.07, 0.95], [-2.00, -0.29, 2.22], [-1.16, -0.17, 3.10], [-3.23, 0.23, 2.34], [-4.28, 0.16, 1.34], [-4.02, -1.05, 0.43], [-2.68, -1.06, -0.10], [-2.43, -0.06, -1.14], [-1.05, -0.28, -1.73], [-0.62, -1.59, -1.95], [0.66, -1.85, -2.39], [1.53, -0.80, -2.66], [1.11, 0.50, -2.49], [-0.18, 0.76, -2.03], [-0.60, 2.19, -1.84], [-1.75, 2.49, -2.49], [0.31, 3.07, -2.29], [-0.81, 2.52, -0.55], [3.49, -0.11, 0.10], [3.43, 1.20, -0.15], [4.36, 1.80, -1.06], [2.07, 3.60, -0.52], [1.35, 3.53, 1.09], [3.09, 3.83, 0.90], [1.07, 0.96, 2.03], [2.67, -2.47, 0.86], [2.92, -1.83, 2.50], [0.48, -1.30, 2.48], [-1.89, -3.22, 0.71], [-1.55, -2.72, 2.38], [-0.77, -0.60, 0.55], [-3.40, 0.78, 3.17], [-4.30, 1.09, 0.75], [-5.24, 0.06, 1.84], [-4.14, -1.96, 1.02], [-4.74, -1.06, -0.39], [-2.53, 0.96, -0.76], [-3.18, -0.21, -1.92], [-1.29, -2.40, -1.73], [0.99, -2.87, -2.51], [2.54, -1.00, -2.98], [1.77, 1.32, -2.72], [3.84, 2.38, -1.82], [5.05, 2.46, -0.53], [4.93, 1.00, -1.53]], "smiles": "Cc1cc(CNC(=O)C[C@@H]2C(=O)NCCN2Cc2ccccc2C(F)(F)F)nn1C", "lumo_energy_ev": 0.6, "multiplicity": 1, "total_energy_ha": -1500.45022, "de_lowest_kcal_mol": 0.0, "gap_ev": 9.37}

{"formula": "C6H8N2Si", "method": "the ωB97M-V functional and the def2-TZVPD basis", "symbols": ["C", "C", "C", "C", "C", "C", "N", "N", "Si", "H", "H", "H", "H", "H", "H", "H", "H"], "positions_angstrom": [[2.17, 0.64, 0.00], [2.16, -0.76, -0.20], [1.01, 1.36, 0.01], [0.97, -1.38, -0.03], [-0.30, 0.72, -0.08], [-0.30, -0.72, -0.09], [-1.49, 1.48, 0.08], [-1.43, -1.66, 0.09], [-2.44, -0.05, -0.03], [3.17, 1.24, 0.10], [3.16, -1.15, -0.21], [1.17, 2.47, 0.14], [1.07, -2.41, 0.04], [-1.33, 2.43, 0.27], [-1.39, -2.29, 0.90], [-3.76, 0.35, 0.46], [-2.45, -0.26, -1.44]], "lumo_energy_ev": 0.8, "multiplicity": 1, "total_energy_ha": -632.36766, "de_lowest_kcal_mol": 0.0, "gap_ev": 8.66}

{"formula": "H3NOP2", "method": "the ωB97M-V functional and the def2-TZVPD basis", "symbols": ["N", "O", "P", "P", "H", "H", "H"], "positions_angstrom": [[1.51, -0.47, -0.66], [2.44, -0.76, -1.41], [-1.00, -0.62, 1.03], [0.18, 0.28, -0.75], [-0.12, -0.41, 2.16], [-1.77, 0.59, 1.26], [-1.22, 1.39, -1.65]], "lumo_energy_ev": [-0.9, -1.1], "multiplicity": 1, "total_energy_ha": -814.27909, "de_lowest_kcal_mol": 64.9, "gap_ev": [8.35, 7.63]}

{"formula": "C9H15N2S", "method": "the ωB97M-V functional and the def2-TZVPD basis", "symbols": ["C", "C", "C", "C", "C", "C", "C", "C", "C", "N", "N", "S", "H", "H", "H", "H", "H", "H", "H", "H", "H", "H", "H", "H", "H", "H", "H"], "positions_angstrom": [[-1.40, -3.02, -2.33], [-0.31, -3.24, -3.20], [-0.13, -1.39, -1.63], [-1.02, 0.26, 0.37], [0.06, 0.22, -0.57], [0.43, 0.00, 0.85], [0.70, 1.23, -1.46], [1.36, 1.05, 1.38], [0.94, -1.45, 1.28], [-1.24, -2.00, -1.46], [-1.82, 1.50, 0.45], [0.89, -2.05, -2.87], [-2.08, -3.81, -2.22], [-0.09, -4.03, -3.89], [-1.80, -0.58, 0.34], [1.68, 0.95, -1.64], [0.82, 2.16, -1.01], [0.19, 1.21, -2.39], [0.89, 2.01, 1.17], [2.26, 0.84, 0.85], [1.46, 0.90, 2.43], [1.28, -1.34, 2.31], [1.72, -1.57, 0.46], [0.30, -2.23, 1.10], [-2.39, 1.52, -0.39], [-1.25, 2.40, 0.46], [-2.49, 1.62, 1.33]], "lumo_energy_ev": -3.6, "multiplicity": 1, "charge": 1, "total_energy_ha": -859.26522, "de_lowest_kcal_mol": 65.7, "gap_ev": 8.48}

{"formula": "C26H49I2N4O5", "method": "the ωB97M-V functional and the def2-TZVPD basis", "symbols": ["C", "O", "C", "C", "C", "C", "C", "C", "C", "C", "C", "C", "C", "C", "N", "C", "N", "C", "N", "N", "C", "I", "C", "C", "I", "H", "H", "H", "H", "H", "H", "H", "H", "H", "H", "H", "H", "H", "H", "H", "H", "H", "H", "H", "H", "H", "H", "H", "H", "H", "H", "H", "H", "H", "H", "H", "H", "H", "O", "C", "O", "C", "C", "C", "H", "H", "H", "H", "H", "H", "H", "H", "O", "C", "O", "C", "C", "C", "H", "H", "H", "H", "H", "H", "H", "H"], "positions_angstrom": [[-1.36, -3.20, -3.21], [-1.28, -1.79, -3.11], [-1.80, -1.07, -4.20], [-0.72, -0.21, -4.89], [0.72, -0.71, -4.67], [1.42, 0.01, -3.53], [2.89, -0.39, -3.39], [3.66, 0.16, -2.15], [2.87, 1.01, -1.14], [2.91, 0.43, 0.28], [2.00, 1.17, 1.27], [2.07, 2.69, 1.15], [1.55, 3.43, 2.39], [1.64, 4.94, 2.22], [0.58, 5.36, 1.29], [0.09, 6.58, 1.23], [0.45, 7.61, 2.03], [-0.34, 8.60, 1.67], [-1.16, 8.27, 0.68], [-0.88, 6.96, 0.36], [-1.60, 6.26, -0.63], [-3.64, 6.05, -0.16], [-1.07, 5.74, -1.74], [-1.81, 4.91, -2.74], [0.92, 6.12, -2.23], [-1.22, -3.52, -4.25], [-2.31, -3.58, -2.83], [-0.57, -3.63, -2.61], [-2.60, -0.41, -3.83], [-2.27, -1.74, -4.93], [-0.93, -0.13, -5.96], [-0.79, 0.81, -4.49], [0.71, -1.78, -4.45], [1.29, -0.56, -5.59], [1.33, 1.09, -3.67], [0.88, -0.23, -2.60], [2.95, -1.48, -3.41], [3.41, -0.06, -4.30], [4.09, -0.69, -1.62], [4.51, 0.73, -2.50], [3.30, 2.02, -1.11], [1.83, 1.13, -1.43], [2.55, -0.61, 0.22], [3.93, 0.41, 0.65], [0.97, 0.85, 1.12], [2.27, 0.89, 2.29], [3.11, 3.00, 0.96], [1.50, 3.00, 0.27], [2.14, 3.15, 3.27], [0.50, 3.16, 2.55], [1.51, 5.47, 3.16], [2.60, 5.20, 1.77], [0.24, 4.68, 0.63], [-0.34, 9.58, 2.12], [-1.88, 8.80, 0.21], [-1.76, 3.85, -2.45], [-2.86, 5.19, -2.79], [-1.36, 5.00, -3.72], [-1.48, -5.69, -0.88], [-2.40, -5.46, -0.14], [-3.25, -4.47, -0.49], [-4.42, -4.16, 0.28], [-4.07, -3.26, 1.45], [-2.59, -6.19, 1.16], [-4.93, -5.07, 0.60], [-5.09, -3.66, -0.42], [-3.38, -3.76, 2.12], [-4.97, -2.98, 2.00], [-3.59, -2.35, 1.08], [-1.98, -5.70, 1.92], [-2.23, -7.21, 1.02], [-3.61, -6.23, 1.52], [-1.52, -3.70, 3.35], [-0.38, -3.94, 3.66], [-0.05, -5.21, 3.95], [1.30, -5.64, 4.19], [1.72, -5.41, 5.62], [0.66, -2.85, 3.77], [1.97, -5.17, 3.47], [1.28, -6.70, 3.96], [1.74, -4.35, 5.88], [2.73, -5.81, 5.78], [1.04, -5.91, 6.30], [0.56, -2.40, 4.76], [0.43, -2.10, 3.02], [1.68, -3.18, 3.64]], "lumo_energy_ev": -3.3, "multiplicity": 1, "charge": 1, "total_energy_ha": -2210.42788, "de_lowest_kcal_mol": 0.0, "gap_ev": 7.38}

{"formula": "C4H6", "method": "the ωB97M-V functional and the def2-TZVPD basis", "symbols": ["C", "C", "C", "C", "H", "H", "H", "H", "H", "H"], "positions_angstrom": [[2.28, -0.18, -0.04], [1.16, 0.27, 0.05], [-0.25, 0.75, 0.00], [-1.17, -0.47, 0.02], [3.23, -0.69, 0.09], [-0.48, 1.35, -0.88], [-0.53, 1.39, 0.83], [-0.93, -1.14, -0.82], [-1.08, -1.06, 0.90], [-2.22, -0.22, -0.16]], "smiles": "C#CCC", "lumo_energy_ev": 1.1, "multiplicity": 1, "total_energy_ha": -155.93536, "de_lowest_kcal_mol": 17.1, "gap_ev": 11.14}

{"formula": "C2H5O", "method": "the ωB97M-V functional and the def2-TZVPD basis", "symbols": ["O", "H", "C", "C", "H", "H", "H", "H"], "positions_angstrom": [[0.54, 2.07, 0.64], [-0.15, 1.61, 1.03], [-0.47, -1.09, -0.04], [0.32, -0.23, -0.59], [-1.33, -0.83, 0.66], [-0.43, -2.22, -0.14], [0.35, 0.89, -0.33], [1.17, -0.20, -1.24]], "lumo_energy_ev": 4.6, "multiplicity": 1, "charge": -1, "total_energy_ha": -154.35303, "de_lowest_kcal_mol": 37.7, "gap_ev": 6.79}

{"formula": "C4H3N3", "method": "the ωB97M-V functional and the def2-TZVPD basis", "symbols": ["H", "N", "C", "C", "N", "C", "C", "N", "H", "H"], "positions_angstrom": [[2.37, -0.53, 0.93], [1.39, -0.35, 0.71], [1.19, -0.32, -0.54], [-0.16, 0.11, -1.00], [-0.77, 1.39, -0.57], [-1.02, 0.45, 0.24], [-1.91, 0.20, 1.36], [-2.60, -0.15, 2.23], [1.92, -0.63, -1.30], [-0.41, -0.17, -2.05]], "smiles": "[H]/N=C/[C@@H]1N=C1C#N", "lumo_energy_ev": -0.2, "multiplicity": 1, "total_energy_ha": -318.36318, "de_lowest_kcal_mol": 76.3, "gap_ev": 10.16}